Record 1
Molecular formula: C33H57CaN3O5Si
Method: DFT, the ωB97M-V functional and the def2-TZVPD basis

strongest force on any atom: 4.9 eV/Å
energy relative to the best compared isomer or geometry (same formula, charge and spin): 3.9129 eV
frontier orbital gap (spin up / spin down): 6.0 / 6.0 eV
energy: -76164.4341 eV

Last column: Löwdin charge in e.
Cartesian coordinates (Å):
O -3.543 2.665 -0.772  -0.12
O -4.547 2.009 -2.637  -0.17
C -4.028 2.483 0.645  -0.13
C -2.887 2.235 1.586  -0.06
H -4.694 1.598 0.617  0.11
H -4.595 3.389 0.895  0.12
H -2.181 1.444 1.299  0.09
H -3.310 1.902 2.555  0.11
H -2.329 3.142 1.808  0.07
C -2.446 3.653 -0.928  -0.16
C -3.031 5.023 -0.997  -0.05
H -1.922 3.363 -1.866  0.12
H -1.789 3.454 -0.094  0.10
H -3.795 5.132 -1.758  0.08
H -2.236 5.732 -1.220  0.09
H -3.497 5.262 -0.025  0.09
C -4.033 1.733 -3.966  -0.17
C -5.967 1.844 -2.452  -0.21
C -2.644 2.257 -4.144  -0.05
H -4.720 2.209 -4.680  0.13
H -4.076 0.662 -4.142  0.11
H -2.665 3.344 -4.003  0.09
H -2.272 2.075 -5.156  0.09
H -1.919 1.811 -3.458  0.07
C -6.671 3.182 -2.596  -0.06
H -6.146 1.430 -1.449  0.12
H -6.348 1.127 -3.216  0.14
H -6.355 3.958 -1.859  0.09
H -7.737 2.951 -2.447  0.09
H -6.514 3.603 -3.595  0.08
H -4.175 2.677 -1.675  0.06
N 1.435 0.516 0.598  -0.17
C 2.627 -0.122 0.430  -0.24
C 2.852 -1.240 -0.356  -0.05
C 2.350 -1.639 -1.626  -0.35
C 3.738 0.387 1.286  -0.01
H 3.475 0.311 2.350  0.08
H 3.999 1.428 1.063  0.08
H 4.623 -0.229 1.110  0.08
C 3.249 -2.509 -2.443  -0.02
H 2.931 -2.552 -3.493  0.09
H 3.274 -3.526 -2.012  0.10
H 4.255 -2.073 -2.383  0.09
N 1.157 -1.301 -2.070  -0.03
C 1.286 1.714 1.386  -0.13
C 0.804 1.594 2.697  -0.20
C 0.717 0.264 3.373  -0.02
C 0.405 2.763 3.342  -0.06
H 0.002 2.665 4.358  0.11
C 0.502 3.996 2.716  -0.10
H 0.146 4.899 3.228  0.10
C 1.045 4.096 1.434  -0.06
H 1.150 5.060 0.931  0.11
C 1.480 2.949 0.766  -0.21
C 2.094 3.017 -0.597  -0.03
C 0.498 -1.607 -3.258  -0.24
C -0.010 -2.901 -3.548  -0.22
C 0.370 -4.101 -2.735  -0.05
C -0.903 -3.054 -4.619  -0.04
H -1.307 -4.037 -4.840  0.11
C -1.270 -1.933 -5.381  -0.10
H -1.984 -2.054 -6.206  0.10
C -0.704 -0.692 -5.137  -0.08
H -0.942 0.175 -5.774  0.10
C 0.176 -0.497 -4.085  -0.22
C 0.767 0.852 -3.784  -0.05
Ca -0.373 -1.995 -0.503  1.26
H 0.033 0.349 4.224  0.08
H 1.693 -0.060 3.756  0.09
H 0.336 -0.505 2.695  0.08
H 1.659 2.266 -1.265  0.07
H 3.179 2.850 -0.561  0.08
H 1.922 4.009 -1.026  0.08
H -0.465 -4.812 -2.657  0.08
H 0.720 -3.893 -1.702  0.03
H 1.202 -4.652 -3.213  0.10
H 1.833 0.794 -3.519  0.08
H 0.251 1.361 -2.950  0.07
H 0.672 1.489 -4.673  0.08
H 3.687 -1.856 -0.012  0.11
C -2.284 -1.228 -0.916  -0.46
Si -3.905 -2.068 -1.163  0.38
H -2.028 -0.691 -1.868  -0.02
H -2.394 -0.397 -0.224  -0.05
C -5.333 -1.435 -0.111  -0.18
C -3.407 -3.806 -0.709  -0.20
C -4.524 -1.976 -2.941  -0.18
H -4.969 -2.929 -3.238  0.03
H -3.730 -1.756 -3.641  0.00
H -5.308 -1.212 -3.069  0.01
H -5.293 -1.862 0.896  0.03
H -6.302 -1.687 -0.519  0.02
H -5.305 -0.338 0.002  -0.01
H -2.692 -3.786 0.123  0.02
H -2.937 -4.298 -1.575  0.03
H -4.302 -4.369 -0.408  0.02
O 0.120 -3.401 1.325  -0.27
N 1.073 -3.680 0.471  -0.40
O 2.095 -4.247 0.836  -0.08
O 0.300 -0.120 0.393  -0.31

Forces on the atoms, in the same order (eV/Å):
O 1.2 1.0 2.1
O -1.1 -0.6 -1.3
C -0.4 -0.4 -0.8
C 0.2 -0.3 1.0
H 0.4 0.6 -0.3
H 0.1 -0.3 0.0
H -0.2 0.2 -0.3
H 0.0 0.2 -0.5
H 0.1 0.0 0.0
C -0.3 -1.2 -0.9
C 0.0 0.5 0.8
H -0.4 0.1 0.7
H 0.3 0.3 0.0
H -0.1 -0.2 -0.3
H 0.0 0.2 0.2
H 0.3 0.2 -0.4
C -0.5 -0.1 -0.5
C -0.4 0.0 -0.5
C 0.4 0.6 0.2
H 0.1 0.0 0.1
H 0.0 -0.2 0.3
H 0.2 0.0 0.0
H -0.3 -0.1 0.1
H -0.2 -0.1 0.0
C -0.3 0.1 0.2
H 0.3 -0.1 -0.3
H 0.3 0.4 0.6
H -0.2 -0.7 -0.3
H 0.2 0.5 -0.1
H -0.2 -0.1 0.1
H 0.8 -1.0 0.3
N 2.6 -0.6 0.2
C -1.8 1.0 0.6
C 0.6 -0.5 -0.3
C -1.7 -0.1 -0.2
C 0.5 -0.1 0.3
H 0.1 0.2 -0.2
H -0.1 -0.1 0.1
H -0.1 0.2 0.0
C 0.6 -0.2 -0.1
H 0.0 -0.1 0.3
H 0.0 0.4 -0.2
H -0.1 -0.4 -0.2
N 1.1 0.4 0.1
C -0.1 -0.3 -0.1
C 0.1 0.4 -0.4
C -0.4 -0.2 0.2
C 0.0 -0.3 0.4
H 0.2 0.2 -0.4
C -0.1 0.6 -0.1
H 0.2 -0.4 -0.2
C 0.2 -0.1 0.1
H -0.1 -0.2 0.3
C -0.3 -0.1 0.3
C -0.1 0.2 -0.4
C 0.2 0.0 -0.5
C -0.1 0.6 -0.2
C 0.4 -0.6 0.4
C 0.1 1.2 0.0
H 0.0 0.1 0.0
C -0.3 -1.0 -0.4
H 0.3 0.0 0.4
C 0.0 0.6 -0.1
H 0.0 -0.5 0.2
C 0.0 -0.7 0.3
C 0.1 0.3 -0.1
Ca 2.7 -1.2 1.5
H 0.2 -0.1 0.0
H -0.1 0.1 -0.1
H 0.1 0.1 0.1
H 0.1 0.0 0.1
H -0.2 0.0 0.0
H 0.1 -0.1 0.0
H 0.1 0.2 -0.1
H -0.1 -0.1 -0.7
H -0.3 0.2 0.2
H -0.4 0.0 0.0
H 0.2 -0.3 -0.1
H 0.0 0.0 0.2
H 0.1 0.5 -0.4
C -4.1 2.0 -1.8
Si 1.5 0.7 -0.1
H 0.0 -0.2 0.2
H 0.1 0.3 0.5
C 0.0 0.2 0.6
C -1.0 -0.7 0.0
C -0.6 -0.2 0.0
H -0.1 0.0 -0.1
H 0.4 0.0 -0.2
H 0.1 -0.1 0.1
H 0.0 0.1 0.0
H -0.4 -0.2 -0.2
H 0.1 -0.3 -0.1
H -0.2 0.0 -0.1
H -0.1 0.1 0.2
H 0.3 -0.4 0.0
O 1.6 -0.7 -0.8
N -0.3 0.0 0.9
O -1.2 0.4 0.2
O -1.3 0.3 -0.2



Record 2
Molecular formula: C2H6ClFSi
Method: DFT, the ωB97M-V functional and the def2-TZVPD basis

strongest force on any atom: 3.7 eV/Å
energy relative to the best compared isomer or geometry (same formula, charge and spin): 0.3770 eV
SMILES: C[Si](C)(F)Cl
frontier orbital gap: 11.9 eV
energy: -25292.1967 eV

Last column: Löwdin charge in e.
Cartesian coordinates (Å):
C 0.428 0.727 1.388  -0.20
Si 1.165 -0.110 -0.026  0.13
C 0.015 -0.122 -1.612  -0.16
F 0.975 -1.713 0.589  -0.26
Cl 3.192 0.194 -0.164  0.34
H 0.841 1.623 1.778  0.02
H -0.578 0.954 1.011  0.04
H 0.162 0.015 2.168  0.05
H -1.024 0.024 -1.477  0.01
H 0.373 0.551 -2.400  0.02
H 0.091 -1.083 -2.119  0.02

Forces on the atoms, in the same order (eV/Å):
C -1.7 0.2 0.0
Si -1.4 -3.4 0.2
C 2.6 -0.2 -0.3
F 0.6 1.9 -1.3
Cl -0.4 0.0 -0.4
H 0.5 0.7 0.4
H 0.0 0.4 0.0
H 0.7 -0.1 0.2
H -0.9 0.4 0.7
H -0.1 0.3 0.3
H 0.2 -0.4 0.3



Record 3
Molecular formula: C46H81BrN4O22
Method: DFT, the ωB97M-V functional and the def2-TZVPD basis

strongest force on any atom: 8.9 eV/Å
SMILES: CCCN[C@@]1(CCCO)[C@@H](CC(N)(N)N)C(=O)O[C@]1(CCCBr)CCCCCCOC.C[C@@H]1COC(=O)O1.C[C@@H]1COC(=O)O1.C[C@@H]1COC(=O)O1.C[C@@H]1COC(=O)O1.C[C@@H]1COC(=O)O1.C[C@@H]1COC(=O)O1
frontier orbital gap: 8.9 eV
energy: -170054.3890 eV

Last column: Löwdin charge in e.
Cartesian coordinates (Å):
C 2.618 -4.702 0.916  -0.14
C 1.658 -4.249 2.180  -0.21
C 0.028 -4.403 1.845  -0.19
N -0.759 -3.137 2.082  -0.01
C -1.227 -2.468 0.814  -0.29
C -1.875 -1.053 1.426  -0.12
C -1.087 -0.497 2.752  -0.15
C -1.247 1.164 2.855  -0.24
O -2.239 1.591 3.856  -0.15
C -0.151 -1.952 -0.310  -0.08
C 1.348 -1.464 0.135  -0.04
C 1.810 -0.003 -0.446  -0.58
N 0.685 0.970 -0.717  0.05
N 2.664 0.643 0.666  0.02
N 2.699 -0.063 -1.679  0.04
C -0.073 -3.211 -1.409  -0.18
O 0.902 -3.548 -2.257  -0.01
O -1.419 -3.815 -1.182  -0.09
C -2.329 -3.195 -0.161  -0.28
C -3.105 -4.564 0.391  -0.10
C -4.175 -4.271 1.598  -0.26
C -4.901 -5.664 2.164  -0.52
Br -6.918 -5.471 1.923  0.49
C -3.422 -2.182 -0.844  -0.12
C -4.182 -2.764 -2.173  -0.18
C -3.304 -2.740 -3.554  -0.21
C -2.563 -1.320 -3.895  -0.19
C -1.392 -1.680 -5.034  -0.15
C -0.497 -0.324 -5.397  -0.21
O 0.293 -0.647 -6.598  -0.26
C 1.440 0.263 -6.770  -0.13
H 3.038 -5.810 1.044  0.08
H 3.584 -4.005 0.973  0.08
H 2.094 -4.574 -0.143  0.06
H 1.876 -3.177 2.595  0.07
H 1.927 -5.001 3.067  0.11
H -0.362 -5.193 2.650  0.13
H -0.129 -4.909 0.802  0.11
H -1.534 -3.373 2.739  0.11
H -1.999 -0.219 0.614  0.10
H -2.980 -1.323 1.784  0.13
H 0.086 -0.683 2.706  0.09
H -1.443 -1.006 3.764  0.13
H -0.197 1.578 3.230  0.12
H -1.409 1.651 1.787  0.11
H -1.905 2.479 4.234  0.11
H -0.818 -1.188 -0.940  0.13
H 2.107 -2.259 -0.329  0.12
H 1.547 -1.464 1.288  0.08
H 0.273 0.694 -1.658  0.08
H -0.113 0.856 -0.052  0.05
H 3.559 0.122 0.798  0.07
H 2.097 0.678 1.559  0.06
H 2.868 0.942 -1.981  0.08
H 3.618 -0.433 -1.326  0.08
H -3.701 -5.085 -0.502  0.13
H -2.353 -5.389 0.779  0.12
H -3.675 -3.678 2.476  0.10
H -5.086 -3.594 1.229  0.08
H -4.748 -5.790 3.319  0.08
H -4.572 -6.585 1.521  0.07
H -3.019 -1.117 -1.112  0.10
H -4.274 -2.006 -0.025  0.12
H -5.135 -2.066 -2.342  0.13
H -4.614 -3.853 -2.052  0.10
H -2.506 -3.619 -3.571  0.11
H -4.051 -2.962 -4.447  0.12
H -1.982 -0.829 -3.006  0.09
H -3.306 -0.582 -4.440  0.11
H -1.823 -2.222 -5.977  0.13
H -0.633 -2.395 -4.453  0.11
H -1.185 0.611 -5.546  0.11
H 0.273 -0.099 -4.518  0.12
H 2.144 -0.235 -7.583  0.10
H 2.114 0.360 -5.792  0.10
H 1.097 1.308 -7.175  0.09
C 0.667 -0.521 7.593  -0.01
C 1.827 -0.849 6.674  -0.34
C 2.729 0.318 6.411  -0.12
O 3.272 0.005 5.141  0.07
C 2.346 -0.775 4.507  -0.48
O 2.386 -1.070 3.324  0.08
O 1.368 -1.180 5.373  0.09
H 0.121 -1.434 7.850  0.09
H 1.012 -0.054 8.521  0.10
H -0.053 0.145 7.104  0.09
H 2.386 -1.708 7.064  0.16
H 3.523 0.404 7.160  0.15
H 2.200 1.275 6.339  0.14
C -3.129 4.714 -8.557  -0.02
C -3.424 4.179 -7.170  -0.35
C -2.204 3.699 -6.444  -0.12
O -2.736 2.726 -5.562  0.04
C -3.868 2.243 -6.158  -0.50
O -4.479 1.257 -5.781  0.13
O -4.223 3.009 -7.234  0.09
H -4.030 5.166 -8.985  0.09
H -2.342 5.474 -8.534  0.09
H -2.831 3.910 -9.239  0.10
H -3.968 4.930 -6.584  0.16
H -1.714 4.501 -5.884  0.14
H -1.468 3.214 -7.095  0.14
C 4.724 6.065 5.000  -0.02
C 5.134 4.863 5.826  -0.34
C 4.169 3.719 5.736  -0.12
O 4.366 3.055 6.971  0.04
C 4.796 4.004 7.855  -0.50
O 4.879 3.837 9.061  0.13
O 5.119 5.167 7.212  0.10
H 5.524 6.813 5.002  0.09
H 4.517 5.786 3.962  0.09
H 3.839 6.555 5.422  0.08
H 6.151 4.550 5.558  0.16
H 4.396 3.052 4.899  0.14
H 3.122 4.033 5.671  0.14
C -5.022 -7.581 -2.961  -0.02
C -4.611 -8.784 -2.136  -0.35
C -5.576 -9.928 -2.226  -0.12
O -5.380 -10.592 -0.991  0.07
C -4.949 -9.642 -0.106  -0.50
O -4.867 -9.810 1.100  0.13
O -4.626 -8.480 -0.750  0.07
H -4.221 -6.834 -2.959  0.08
H -5.228 -7.861 -3.999  0.09
H -5.906 -7.092 -2.540  0.09
H -3.594 -9.097 -2.403  0.16
H -5.350 -10.595 -3.063  0.14
H -6.624 -9.613 -2.291  0.14
C 1.777 8.721 0.483  -0.01
C 2.188 7.518 1.309  -0.35
C 1.223 6.375 1.219  -0.11
O 1.419 5.710 2.454  0.06
C 1.850 6.660 3.338  -0.50
O 1.932 6.493 4.544  0.10
O 2.173 7.822 2.694  0.09
H 2.578 9.468 0.485  0.09
H 1.571 8.441 -0.555  0.09
H 0.893 9.210 0.905  0.09
H 3.204 7.205 1.041  0.15
H 1.449 5.707 0.381  0.14
H 0.175 6.689 1.154  0.15
C 5.778 4.054 -0.474  -0.02
C 4.725 4.790 -1.279  -0.35
C 4.940 4.707 -2.760  -0.11
O 4.319 5.892 -3.226  0.07
C 4.387 6.792 -2.199  -0.50
O 4.129 7.980 -2.305  0.13
O 4.785 6.187 -1.039  0.07
H 5.500 4.040 0.585  0.08
H 5.890 3.020 -0.814  0.09
H 6.749 4.557 -0.535  0.09
H 3.724 4.440 -0.999  0.16
H 4.463 3.825 -3.198  0.14
H 5.995 4.727 -3.052  0.15

Forces on the atoms, in the same order (eV/Å):
C 0.8 0.5 0.4
C -0.2 -1.0 0.2
C 0.8 -1.7 1.4
N 0.4 -1.6 -2.1
C -1.4 3.0 0.8
C -1.1 -0.7 0.9
C 0.5 1.1 0.0
C 1.7 -0.2 0.3
O 1.6 1.4 -0.4
C 0.5 -1.4 -0.9
C 0.5 -0.7 -1.0
C 0.7 0.6 1.4
N -0.2 -1.5 -1.1
N -1.1 -0.2 -0.2
N -0.3 0.7 1.4
C 1.6 0.0 -1.0
O -6.9 1.6 5.4
O 2.6 0.5 -1.8
C 0.5 -1.0 -0.2
C -0.5 -0.3 0.5
C -1.0 0.3 -0.1
C 1.0 0.7 -0.2
Br 1.4 -0.3 0.2
C -1.0 -0.2 0.2
C -0.5 0.4 -0.6
C -0.1 -0.1 -0.2
C 0.6 -0.7 -1.9
C 1.0 0.5 1.6
C -0.2 -0.9 0.5
O 0.7 1.8 1.3
C 0.8 -0.5 -0.5
H -1.2 2.4 -0.4
H -2.0 -1.5 -0.4
H 1.2 -0.3 2.3
H -0.4 -2.1 -1.1
H -0.7 1.7 -1.8
H 0.7 1.6 -1.8
H 0.3 1.1 1.8
H 0.6 0.6 -1.2
H 0.4 -1.6 1.6
H 2.2 0.7 -0.8
H -2.6 0.2 -0.1
H 0.6 1.2 -2.3
H -2.0 -0.9 -0.9
H 0.0 -1.0 2.1
H -0.9 -2.2 -1.0
H 1.8 -1.3 1.4
H -1.7 1.7 1.0
H -0.9 0.0 -2.3
H 0.7 0.4 1.5
H 1.1 -0.1 -0.5
H -1.4 0.3 0.2
H 1.3 -0.4 -1.3
H -0.3 -1.6 0.8
H -1.2 0.5 -0.7
H 1.4 1.4 1.8
H -1.2 1.9 -0.9
H -0.9 -1.3 -1.5
H 2.2 -1.4 0.7
H -0.3 0.0 -2.5
H -0.7 1.7 1.5
H -0.5 -2.2 0.6
H 2.0 -0.4 -1.7
H 2.1 -1.4 0.4
H 1.0 2.2 0.1
H -1.6 1.9 0.3
H 1.5 0.5 1.8
H -1.4 -0.9 -1.5
H 1.4 -1.3 1.6
H 0.8 1.3 1.8
H -1.6 1.3 -1.6
H 1.2 -1.6 0.1
H -1.7 -0.5 -1.6
H -1.6 1.1 1.6
H -1.7 -0.1 -1.8
H 0.6 -1.8 0.9
C -0.4 -0.3 0.0
C -0.6 0.2 1.3
C 0.5 0.4 0.9
O -0.6 -0.7 -1.1
C 0.0 -0.5 -1.6
O 0.0 0.7 2.4
O 0.9 0.2 -1.3
H 0.1 0.1 0.0
H 0.0 -0.1 -0.2
H 0.3 0.0 0.0
H 0.0 0.1 -0.1
H -0.1 0.1 -0.3
H -0.1 -0.1 0.1
C -0.4 0.0 -0.3
C 0.4 1.0 -1.0
C 0.7 0.5 0.2
O -0.8 -0.6 -0.2
C -1.4 -2.1 0.7
O 1.4 2.3 -0.8
O 0.1 -0.8 0.9
H 0.2 0.0 0.1
H -0.1 -0.1 0.1
H 0.1 0.1 0.3
H 0.1 -0.1 0.0
H -0.1 -0.3 0.0
H -0.1 0.1 -0.1
C 0.4 0.6 0.4
C -0.1 0.8 -1.3
C -0.3 -0.4 -0.9
O 0.3 0.3 0.9
C 0.3 -0.1 2.6
O -0.2 0.3 -2.8
O -0.2 -1.0 0.8
H 0.0 -0.2 -0.1
H 0.0 -0.1 0.2
H 0.3 -0.4 -0.1
H -0.1 -0.1 0.1
H 0.0 0.0 0.3
H 0.1 0.2 -0.1
C 0.2 0.5 0.2
C -0.1 0.8 -1.2
C -0.2 -0.5 -0.7
O 0.3 0.5 0.9
C 0.1 -0.4 2.6
O -0.2 0.4 -2.8
O -0.2 -0.8 0.8
H -0.1 -0.1 -0.1
H 0.1 0.0 0.2
H 0.0 -0.3 0.0
H -0.1 -0.1 0.0
H -0.1 0.0 0.3
H 0.1 0.1 0.0
C 0.2 0.5 0.2
C 0.0 0.8 -1.3
C -0.2 -0.4 -0.8
O 0.4 0.4 1.1
C 0.0 -0.1 2.1
O -0.6 0.3 -2.7
O -0.2 -1.1 1.1
H -0.1 -0.2 -0.1
H 0.1 0.0 0.2
H 0.0 -0.3 0.0
H -0.1 -0.1 0.0
H -0.1 0.0 0.3
H 0.1 0.1 0.0
C 0.0 0.2 0.5
C 0.6 -1.2 0.6
C 0.0 -0.8 -0.5
O -0.1 1.0 0.6
C -0.5 2.5 -0.3
O 0.5 -2.7 0.3
O -0.4 0.8 -0.8
H 0.0 -0.1 -0.2
H -0.1 0.2 0.0
H -0.2 -0.1 -0.2
H 0.1 0.0 -0.1
H 0.0 0.3 0.0
H 0.0 0.0 0.2



Record 4
Molecular formula: C4H7DyO3
Method: DFT, the ωB97M-V functional and the def2-TZVPD basis

<S²>: 9.324
strongest force on any atom: 3.5 eV/Å
spin multiplicity: 6
energy relative to the best compared isomer or geometry (same formula, charge and spin): 0.0000 eV
frontier orbital gap (spin up / spin down): 7.8 / 6.4 eV
energy: -34484.8588 eV

Last column: Mulliken spin population.
Cartesian coordinates (Å):
O -1.056 -0.553 -1.397  0.00
Dy -5.152 1.477 -0.906  5.14
O -2.953 -0.041 -0.346  -0.01
C -1.733 0.154 -0.637  -0.11
O -1.135 1.029 0.209  -0.01
C 0.293 1.026 0.343  0.00
H 0.719 1.269 -0.642  0.00
H 0.498 1.754 1.141  0.00
C 0.794 -0.461 0.748  0.00
C 1.927 -0.941 -0.149  0.00
H -0.107 -1.032 1.006  0.00
H 1.209 -0.449 1.771  0.00
H 2.395 -0.125 -0.719  0.00
H 2.725 -1.409 0.442  0.00
H 1.576 -1.699 -0.864  0.00

Forces on the atoms, in the same order (eV/Å):
O -0.5 1.4 0.1
Dy 1.8 -1.2 0.5
O -2.9 1.8 -0.7
C 1.7 -2.7 0.0
O -0.1 1.3 0.6
C -0.2 -2.2 -0.1
H 0.1 0.2 0.5
H 0.0 -0.1 -0.5
C 0.1 2.3 1.4
C -0.2 -1.1 -0.4
H 0.3 -0.5 -1.3
H 0.2 0.7 -0.2
H -0.3 -0.1 0.2
H -0.2 0.1 -0.1
H 0.1 0.3 0.0